130
Properties=species:S:1:pos:R:3:mulliken_charge:R:1 method="wB97M-V/def2-TZVPD" mol_weight_g_mol=1236.27 homo_energy_ev=-7.7221 smiles="C#Cc1c(COC)ccc2c1Sc1ccc(CCCP(=O)(OCC)OCC)cc1N2[C@@H](C)F.O=S1(=O)OCCO1.O=S1(=O)OCCO1.O=S1(=O)OCCO1.O=S1(=O)OCCO1.O=S1(=O)OCCO1.O=S1(=O)OCCO1" orbital_gap_ev=7.964
O 6.861 -3.680 4.184 -0.41
H -1.687 -1.892 4.010 0.39
C -1.285 -1.532 0.644 -1.14
H -6.294 4.639 -3.300 0.08
H 6.209 -4.379 0.194 0.42
S 10.930 -1.436 9.709 1.04
H 1.275 3.118 -5.473 0.32
H 10.937 -1.241 12.612 0.29
H -4.243 -2.822 -2.047 0.42
C 1.643 -3.914 1.448 -0.18
H -8.543 3.207 -3.644 0.34
H -7.324 3.165 -4.938 0.33
O 10.143 -1.467 8.521 -0.47
H 0.292 -2.476 -0.466 0.56
O 7.417 -1.949 5.824 -0.33
H 3.808 -0.388 -3.517 0.38
C -0.144 -2.340 0.523 0.22
H -1.393 -3.903 -5.680 0.34
C -7.246 4.953 -3.719 0.23
C -5.246 2.382 3.032 0.06
H -6.617 1.793 0.062 0.24
C -1.259 -2.025 3.018 -0.92
H 3.539 -5.493 0.647 0.34
O -1.536 1.950 -6.693 -0.33
H 8.720 -1.781 7.410 0.31
H 9.230 0.661 10.918 0.28
H -7.845 5.431 -2.941 -0.02
O -7.464 5.325 1.194 -0.28
H -3.365 2.934 -2.336 0.41
C 9.585 -2.823 5.733 -0.36
O -8.414 7.566 0.747 -0.35
H -0.821 3.864 -6.467 0.28
O 2.820 -2.923 -1.732 -0.05
H -2.005 -2.926 -1.214 0.54
C 4.148 -1.210 -2.875 -1.22
H 10.605 1.084 11.963 0.31
O -2.612 2.095 -4.489 -0.45
H 7.395 -2.350 0.539 0.34
S 1.586 -3.165 -7.146 1.10
S 7.206 -3.511 5.552 1.01
H 1.070 -4.297 -0.662 0.10
O 11.068 0.082 10.201 -0.33
O 12.205 -2.047 9.778 -0.57
O 4.925 -4.402 -1.982 -0.92
H 1.581 -4.626 2.281 0.41
C -4.027 1.803 0.760 0.68
H -0.634 -1.631 -6.063 0.42
H -0.075 2.944 -7.794 0.33
C -0.450 2.884 -6.776 -0.40
S -8.221 5.782 -5.855 1.09
H 9.164 -1.099 12.600 0.32
O 2.752 -3.919 -6.864 -0.54
H 2.588 -3.364 1.519 0.16
H 7.284 -3.086 2.147 0.33
C 1.579 -4.800 0.163 -0.81
O 8.729 -3.973 5.760 -0.34
H 0.956 -5.661 0.438 0.59
O 10.028 -1.970 10.919 -0.32
C -3.908 -1.923 -1.518 -1.55
H -6.968 2.801 -1.405 0.13
C -0.322 -3.721 -5.642 -0.29
H -2.031 0.847 -2.382 0.34
O -8.881 6.471 2.895 -0.59
P 3.929 -3.855 -1.045 0.80
C -1.838 -1.408 1.910 0.98
O -7.040 5.899 -4.772 -0.33
H 5.254 -4.148 1.710 0.27
H -8.824 7.180 -1.228 -0.02
H 0.122 -4.334 -4.854 0.31
F -1.899 -1.652 -2.757 -0.26
N -1.779 -0.952 -0.562 0.55
O 1.354 -2.127 -5.948 -0.23
C -7.996 3.809 -4.365 -0.36
O -7.640 5.497 -7.116 -0.52
C 0.427 -3.001 1.599 0.29
O -0.182 1.850 -4.700 -0.31
C 10.191 0.321 11.309 -0.31
H 5.201 -1.450 -3.045 0.32
H -9.638 8.614 -0.562 0.31
C -9.329 7.593 -0.352 0.01
O -9.873 5.639 0.798 -0.34
O 4.595 -2.988 0.135 -0.36
C 8.748 -1.716 6.328 -0.14
H -4.214 -1.043 -2.092 0.37
C -3.329 2.286 -1.463 -0.83
H -5.638 2.571 4.008 0.51
C 3.196 -2.409 -3.036 0.39
S -1.625 1.369 -5.203 1.06
C -4.895 3.946 -0.369 -0.20
O 0.293 -4.080 -6.888 -0.38
O -9.128 6.855 -5.665 -0.54
H -4.373 4.790 0.095 0.36
H 3.574 -3.182 -3.708 0.44
C 5.671 -3.659 0.818 -0.10
H -11.063 6.340 -0.757 0.34
O -1.631 -0.047 -5.272 -0.49
S -3.322 -0.438 2.174 -0.42
O -8.897 4.443 -5.281 -0.36
H -11.149 7.248 0.770 0.31
H 1.142 1.519 -6.239 0.19
C -6.923 2.783 -0.300 -0.64
H 9.839 -2.616 4.690 0.29
H -4.311 -1.899 -0.500 0.38
C 10.063 -1.023 11.994 -0.33
H 6.189 -1.735 1.689 0.34
H 10.495 -3.005 6.297 0.31
H -7.952 2.931 0.056 0.23
S -8.550 6.174 1.548 0.96
C -2.381 -1.927 -1.456 0.11
C -10.485 6.718 0.083 -0.41
C -2.585 1.121 -1.488 -1.15
C 3.001 -5.238 -0.276 -0.82
C -0.134 -2.820 2.872 -0.99
C -2.551 0.243 -0.397 -1.02
C -4.726 2.103 1.991 -1.04
H 0.336 -3.312 3.720 0.45
O 6.423 -4.063 6.597 -0.58
O 1.409 -2.484 -8.379 -0.58
H -5.028 4.200 -1.440 -0.23
H 9.097 -0.729 6.034 0.30
C 0.005 -2.257 -5.457 -0.04
C 6.692 -2.640 1.331 -1.39
H -0.057 -1.942 -4.419 -0.01
H 2.957 -6.081 -0.970 0.53
C -4.078 2.661 -0.347 0.92
O -6.171 3.848 0.230 0.02
C 0.582 2.351 -5.807 -0.23
C -3.291 0.605 0.725 1.08
H 2.266 -2.036 -3.479 -0.39
H 4.057 -0.845 -1.844 0.32

=====

102
Properties=species:S:1:pos:R:3:lowdin_spin:R:1 method="wB97M-V/def2-TZVPD" mol_weight_g_mol=931.40 de_lowest_kcal_mol=5.17 homo_energy_ev="-9.8040 / -9.9384" spin_multiplicity=6 total_charge=+1 orbital_gap_ev="7.744 / 7.799"
S 10.425 14.389 10.185 0.04
C 10.771 17.026 13.203 0.00
H 11.732 12.195 12.502 0.00
H 4.894 15.439 10.170 0.00
C 14.406 7.850 6.435 0.00
C 13.620 9.158 8.334 0.00
H 13.668 7.628 13.458 0.00
H 9.727 16.834 11.336 0.00
H 7.559 18.468 11.684 0.00
H 18.353 11.525 7.803 0.00
H 8.539 11.232 8.067 0.00
H 14.989 12.374 10.981 0.00
C 14.332 14.212 11.775 0.00
C 10.425 16.405 12.036 0.00
H 16.216 13.582 10.829 0.00
H 13.085 11.547 11.700 0.00
H 7.427 18.987 7.959 0.00
H 5.618 15.604 13.818 0.00
H 5.606 12.761 7.327 0.00
H 6.805 18.218 9.355 0.00
Si 7.234 12.888 9.162 0.00
N 14.626 13.665 9.335 0.04
C 11.968 8.679 10.766 0.01
H 15.621 15.308 8.423 0.00
H 10.323 5.844 11.546 0.00
C 7.436 17.699 12.474 0.00
H 10.846 16.597 8.381 0.00
C 8.494 12.320 7.891 0.00
H 7.409 16.041 6.125 0.00
S 12.848 12.589 7.018 0.07
Si 6.763 16.050 11.849 0.00
H 14.278 7.537 5.405 0.00
H 16.253 6.830 6.765 0.00
H 12.617 9.019 6.463 0.00
H 9.055 16.489 5.781 0.00
H 9.541 12.676 8.062 0.00
C 15.262 11.479 6.365 0.00
H 13.246 15.015 14.178 0.00
C 12.373 15.295 13.571 0.00
C 14.701 8.735 9.109 0.00
C 11.129 6.580 11.580 0.00
C 10.954 15.192 11.673 0.00
H 10.344 17.984 13.442 0.00
H 13.305 12.266 13.278 0.00
Mn 12.424 12.877 9.373 4.68
H 12.175 5.718 13.208 0.00
C 13.035 7.604 12.594 0.00
C 7.195 11.634 10.640 0.00
H 7.187 14.787 13.991 0.00
C 16.664 12.562 8.510 0.00
C 17.301 11.705 7.622 0.00
H 6.832 18.175 13.238 0.00
C 14.648 15.125 8.886 0.01
H 4.954 13.922 8.546 0.00
C 15.336 12.835 8.338 0.01
C 12.100 14.736 12.378 0.00
C 12.113 6.563 12.543 0.00
H 6.800 10.650 10.246 0.00
C 12.780 12.366 12.327 0.01
C 15.122 13.447 10.706 0.01
H 14.418 15.872 9.643 0.00
C 11.706 16.435 14.028 0.00
H 8.240 11.578 11.034 0.00
C 8.416 16.034 6.560 0.00
C 16.617 11.189 6.536 0.00
C 5.210 16.319 10.790 0.00
H 8.726 14.972 6.553 0.00
N 12.935 13.719 11.721 0.02
H 8.350 17.557 13.037 0.00
H 17.233 12.995 9.310 0.00
C 15.612 7.917 8.530 0.00
C 11.070 7.620 10.679 0.00
H 14.216 15.296 11.568 0.00
H 14.766 9.082 10.118 0.00
H 13.615 9.547 11.948 0.00
C 7.109 18.023 8.353 0.00
H 10.384 17.774 9.599 0.00
Si 8.541 16.769 8.268 0.00
H 8.142 12.550 6.862 0.00
Ge 8.081 15.060 9.990 0.01
H 14.701 11.075 5.515 0.00
H 12.030 16.813 14.963 0.00
C 14.567 12.279 7.296 0.01
H 5.247 17.221 10.185 0.00
C 6.338 14.968 13.312 0.00
H 14.782 14.042 12.756 0.00
H 5.862 14.026 12.986 0.00
H 10.268 7.603 9.943 0.00
C 15.463 7.453 7.210 0.00
Te 11.969 10.082 9.226 0.03
H 4.399 16.573 11.490 0.00
H 17.135 10.524 5.842 0.00
C 13.487 8.715 7.009 0.00
C 5.469 12.982 8.393 0.00
H 13.822 15.166 8.127 0.00
H 4.877 12.158 8.784 0.00
H 10.537 18.336 7.941 0.00
C 10.249 17.540 8.560 0.00
H 16.403 7.533 9.120 0.00
H 6.547 12.005 11.425 0.00
C 12.953 8.697 11.739 0.00
H 6.291 17.719 7.775 0.00